# 1
Entry from OMol25: a structure of composition C34H39BCeN8O4S (wB97M-V/def2-TZVPD).

As for the spin multiplicity: 1. The calculation puts the energy above the lowest of the compared OMol25 structures with the same formula, charge and spin at 0.0657 eV. The gap between HOMO and LUMO comes out at 5.82 eV. The total charge is +2. As for the molecular weight: 806.73 g/mol.

CARTESIAN COORDINATES (ANGSTROEM)
Ce  0.379  0.091  -0.062
C  -3.222  0.600  -1.181
C  -2.984  -0.171  0.073
C  -3.832  -1.005  0.788
C  -3.090  -1.435  1.879
N  -1.872  -0.887  1.821
N  -1.801  -0.100  0.711
B  -0.672  -1.153  2.827
N  0.059  0.191  3.079
C  0.472  0.670  4.262
C  0.885  1.973  4.097
C  0.695  2.253  2.747
C  0.842  3.568  2.068
N  0.226  1.158  2.120
N  0.363  -2.123  2.145
C  0.497  -3.450  2.207
C  1.563  -3.837  1.408
C  2.048  -2.667  0.853
C  3.171  -2.480  -0.111
N  1.330  -1.617  1.302
N  -1.263  -1.680  4.096
C  -2.061  -0.987  4.959
C  -2.648  -1.883  5.804
C  -2.165  -3.146  5.387
C  -2.484  -4.490  5.957
N  -1.350  -3.022  4.357
H  -4.039  0.163  -1.751
H  -2.340  0.606  -1.830
H  -3.492  1.633  -0.956
H  -4.857  -1.246  0.562
H  -3.355  -2.083  2.700
H  0.422  0.057  5.146
H  1.241  2.645  4.858
H  1.768  4.056  2.366
H  0.017  4.217  2.370
H  0.817  3.481  0.987
H  -0.153  -4.011  2.859
H  1.951  -4.833  1.280
H  3.565  -3.445  -0.424
H  3.992  -1.921  0.337
H  2.851  -1.956  -1.018
H  -2.156  0.086  4.904
H  -3.319  -1.671  6.619
H  -2.712  -4.415  7.019
H  -1.641  -5.166  5.835
H  -3.351  -4.928  5.461
O  0.140  2.449  -1.126
C  1.312  2.528  -2.005
C  1.351  1.238  -2.832
O  2.057  1.054  -3.777
O  0.612  0.258  -2.276
C  1.283  3.786  -2.851
C  2.344  4.023  -3.724
C  2.341  5.148  -4.530
C  1.286  6.050  -4.472
C  0.236  5.826  -3.598
C  0.239  4.700  -2.782
C  2.474  2.473  -1.011
C  2.948  1.250  -0.514
C  3.879  1.201  0.521
C  4.375  2.381  1.050
C  3.954  3.596  0.525
C  3.003  3.643  -0.484
H  -0.630  2.770  -1.616
H  3.167  3.324  -3.782
H  3.166  5.319  -5.207
H  1.289  6.929  -5.102
H  -0.584  6.527  -3.538
H  -0.582  4.598  -2.080
H  2.733  0.320  -1.047
H  4.243  0.248  0.880
H  5.112  2.353  1.841
H  4.367  4.519  0.909
H  2.672  4.598  -0.873
O  -0.364  -1.914  -0.888
S  -1.113  -2.503  -2.124
C  0.173  -2.806  -3.344
C  0.846  -4.104  -2.916
C  -0.301  -5.046  -2.564
C  -1.261  -4.254  -1.670
H  0.786  -1.906  -3.387
H  -0.357  -2.912  -4.295
H  1.477  -3.923  -2.042
H  1.480  -4.493  -3.711
H  0.031  -5.947  -2.051
H  -0.817  -5.360  -3.473
H  -0.963  -4.257  -0.620
H  -2.306  -4.546  -1.747

What are the Löwdin partial charges on each atom? They are as follows, in elementary charge units:
1. Ce 1.4583
2. C 0.0094
3. C -0.3034
4. C 0.0386
5. C 0.0058
6. N 0.0550
7. N -0.0690
8. B -0.6293
9. N 0.0291
10. C -0.0150
11. C 0.0308
12. C -0.2818
13. C 0.0100
14. N -0.0176
15. N 0.0575
16. C -0.0083
17. C 0.0267
18. C -0.3169
19. C 0.0083
20. N -0.0413
21. N -0.0237
22. C -0.0798
23. C 0.0048
24. C -0.3343
25. C -0.0203
26. N 0.1150
27. H 0.1001
28. H 0.0721
29. H 0.1011
30. H 0.1247
31. H 0.1406
32. H 0.1435
33. H 0.1259
34. H 0.0923
35. H 0.1057
36. H 0.0552
37. H 0.1152
38. H 0.1244
39. H 0.0997
40. H 0.0858
41. H 0.0804
42. H 0.1315
43. H 0.1149
44. H 0.0842
45. H 0.0802
46. H 0.0833
47. O -0.0752
48. C -0.2794
49. C -0.4939
50. O 0.1865
51. O -0.1952
52. C -0.1618
53. C -0.0149
54. C -0.0384
55. C -0.0529
56. C -0.0529
57. C -0.0235
58. C -0.1319
59. C -0.1029
60. C -0.0257
61. C -0.0277
62. C -0.0243
63. C 0.0067
64. H 0.1144
65. H 0.1275
66. H 0.1182
67. H 0.1166
68. H 0.1151
69. H 0.1130
70. H 0.0936
71. H 0.1101
72. H 0.1242
73. H 0.1281
74. H 0.1408
75. O -0.6137
76. S 1.1071
77. C -0.2790
78. C -0.2032
79. C -0.1982
80. C -0.2650
81. H 0.0890
82. H 0.1173
83. H 0.1012
84. H 0.1321
85. H 0.1277
86. H 0.1249
87. H 0.0941
88. H 0.1016

# 2
Entry from OMol25: the molecule C5H13N (wB97M-V/def2-TZVPD).

The SMILES is CC[C@@H](C)NC. As for the spin multiplicity: 1. The calculation puts the energy above the lowest of the compared OMol25 structures with the same formula, charge and spin at 1.8242 eV. The gap between HOMO and LUMO comes out at 9.36 eV. As for the molecular weight: 87.17 g/mol.

CARTESIAN COORDINATES (ANGSTROEM)
C  1.448  -0.979  -0.412
C  1.381  0.227  0.584
C  -0.101  0.812  0.610
C  -0.439  1.633  -0.544
C  -1.500  -1.047  -0.175
H  1.412  -0.721  -1.435
H  0.478  -1.472  -0.239
H  2.387  -1.621  -0.324
H  1.971  1.181  0.581
H  1.384  -0.281  1.572
H  -0.034  1.453  1.517
H  0.132  2.550  -0.644
H  -1.509  1.982  -0.505
H  -0.333  1.208  -1.549
H  -0.782  -0.814  1.690
H  -1.256  -2.126  -0.272
H  -2.571  -1.057  -0.275
H  -1.056  -0.646  -1.111
N  -1.011  -0.281  0.931

What are the natural (NBO) partial charges on each atom? They are as follows, in elementary charge units:
1. C -0.6380
2. C -0.4079
3. C -0.0379
4. C -0.6413
5. C -0.4373
6. H 0.1973
7. H 0.2248
8. H 0.2137
9. H 0.2068
10. H 0.1876
11. H 0.1920
12. H 0.2250
13. H 0.2218
14. H 0.2069
15. H 0.3650
16. H 0.1835
17. H 0.1858
18. H 0.1970
19. N -0.6447

# 3
Entry from OMol25: a cluster of 2 separate species, C4H9BS2 in total (wB97M-V/def2-TZVPD).

As for the spin multiplicity: 1. The calculation puts the energy above the lowest of the compared OMol25 structures with the same formula, charge and spin at 4.9059 eV. The gap between HOMO and LUMO (spin up / spin down) comes out at 6.67 / 6.68 eV. As for the molecular weight: 132.06 g/mol.

CARTESIAN COORDINATES (ANGSTROEM)
B  0.497  -0.287  -0.778
C  0.326  1.269  -0.466
C  -0.503  1.284  0.858
C  -1.230  -0.079  1.063
C  -0.232  -1.035  0.456
S  -0.940  -2.673  0.126
S  2.209  0.417  -3.298
H  1.209  1.827  -0.363
H  -0.107  1.832  -1.374
H  0.347  1.397  1.617
H  -1.099  2.311  0.798
H  -1.412  -0.473  2.154
H  -2.194  -0.155  0.406
H  0.646  -1.381  1.115
H  -0.348  -3.338  1.177
H  2.832  -0.914  -3.492

What are the natural (NBO) partial charges on each atom? They are as follows, in elementary charge units:
1. B 1.1139
2. C -0.9428
3. C -0.4143
4. C -0.4224
5. C -0.8396
6. S -0.0072
7. S -0.5182
8. H 0.2754
9. H 0.2775
10. H 0.2091
11. H 0.2332
12. H 0.2417
13. H 0.2249
14. H 0.2925
15. H 0.1304
16. H 0.1459

# 4
Entry from OMol25: the molecule C5H5ClO (wB97M-V/def2-TZVPD).

The SMILES is C[C@@H]1C=C1C(=O)Cl. As for the spin multiplicity: 1. The calculation puts the energy above the lowest of the compared OMol25 structures with the same formula, charge and spin at 1.9591 eV. The gap between HOMO and LUMO comes out at 9.44 eV. As for the molecular weight: 116.55 g/mol.

CARTESIAN COORDINATES (ANGSTROEM)
C  0.058  1.327  0.433
C  0.786  0.250  0.324
C  2.019  -0.454  0.119
C  -0.670  0.016  0.564
C  -1.586  -0.398  -0.540
O  2.148  -1.642  0.173
Cl  3.363  0.663  -0.342
H  0.008  2.389  0.203
H  -0.790  -0.439  1.614
H  -1.376  0.248  -1.333
H  -2.627  -0.582  -0.346
H  -1.332  -1.378  -0.869

What are the natural (NBO) partial charges on each atom? They are as follows, in elementary charge units:
1. C -0.0652
2. C -0.1593
3. C 0.5351
4. C -0.2092
5. C -0.6383
6. O -0.4609
7. Cl -0.0887
8. H 0.2364
9. H 0.1964
10. H 0.2091
11. H 0.2267
12. H 0.2179

# 5
Entry from OMol25: the molecule C14H23N3O5S (wB97M-V/def2-TZVPD).

The SMILES is CCOC(=O)CN1C(=O)CC[C@H](NC(=O)[C@@H](N)CCSC)C1=O. As for the spin multiplicity: 1. The calculation puts the energy above the lowest of the compared OMol25 structures with the same formula, charge and spin at 0.1216 eV. The gap between HOMO and LUMO comes out at 9.09 eV. As for the molecular weight: 345.42 g/mol.

CARTESIAN COORDINATES (ANGSTROEM)
O  -1.355  0.655  -0.318
O  -2.563  1.191  -3.710
O  2.385  -2.603  -1.644
O  1.536  1.732  -1.879
O  -1.924  2.741  0.470
S  1.932  0.007  3.818
C  -1.534  1.871  -0.487
C  -1.399  0.782  -3.600
C  1.452  -2.082  -1.016
C  0.725  1.066  -2.525
N  -0.534  1.546  -2.809
N  1.961  -3.668  0.992
N  0.625  -1.186  -1.652
C  1.923  -0.481  5.579
C  -1.097  2.517  -1.818
C  -3.568  3.199  2.173
C  -2.558  2.199  1.639
C  1.366  -1.482  2.905
C  -0.980  -0.551  -4.194
C  1.589  -1.251  1.375
C  0.565  -0.727  -4.151
C  1.206  -2.472  0.493
C  1.103  -0.367  -2.766
H  1.846  -4.458  0.355
H  2.949  -3.465  1.026
H  -0.046  -0.748  -1.056
H  2.765  0.025  6.094
H  1.979  -1.563  5.637
H  1.010  -0.157  6.042
H  -0.388  3.334  -1.640
H  -1.974  2.992  -2.202
H  -4.392  3.218  1.513
H  -3.096  4.209  2.250
H  -3.922  2.877  3.140
H  -1.835  2.027  2.416
H  -3.091  1.277  1.436
H  0.304  -1.682  3.109
H  1.968  -2.342  3.210
H  -1.322  -0.614  -5.232
H  -1.436  -1.359  -3.614
H  2.630  -1.013  1.176
H  0.974  -0.387  1.052
H  1.006  -0.045  -4.908
H  0.855  -1.703  -4.466
H  0.165  -2.718  0.587
H  2.193  -0.342  -2.800

What are the natural (NBO) partial charges on each atom? They are as follows, in elementary charge units:
1. O -0.6447
2. O -0.5834
3. O -0.6285
4. O -0.5651
5. O -0.4938
6. S 0.1514
7. C 0.8167
8. C 0.7019
9. C 0.6713
10. C 0.6935
11. N -0.4772
12. N -0.8242
13. N -0.6362
14. C -0.7317
15. C -0.3227
16. C -0.6172
17. C -0.0740
18. C -0.5108
19. C -0.5043
20. C -0.4119
21. C -0.4016
22. C -0.1243
23. C -0.1401
24. H 0.3716
25. H 0.3622
26. H 0.4233
27. H 0.2298
28. H 0.2210
29. H 0.2100
30. H 0.2682
31. H 0.2635
32. H 0.2089
33. H 0.2171
34. H 0.2193
35. H 0.1901
36. H 0.1967
37. H 0.2072
38. H 0.2245
39. H 0.2509
40. H 0.2539
41. H 0.2170
42. H 0.2205
43. H 0.2090
44. H 0.2336
45. H 0.2014
46. H 0.2572

# 6
Entry from OMol25: a cluster of 2 separate species, C4H9O3 in total (wB97M-V/def2-TZVPD).

As for the spin multiplicity: 1. The calculation puts the energy above the lowest of the compared OMol25 structures with the same formula, charge and spin at 0.6387 eV. The gap between HOMO and LUMO comes out at 7.99 eV. The total charge is -1. As for the molecular weight: 105.11 g/mol.

CARTESIAN COORDINATES (ANGSTROEM)
O  -0.257  1.541  0.203
C  -0.369  1.324  -1.024
O  -0.360  0.214  -1.614
C  -0.487  2.548  -1.953
H  0.294  2.531  -2.718
H  -1.444  2.512  -2.480
H  -0.423  3.494  -1.411
C  0.816  -1.246  1.161
O  1.642  -2.389  1.547
C  -0.655  -1.554  1.386
H  1.130  -0.398  1.766
H  0.993  -1.020  0.112
H  2.117  -2.670  0.762
H  -0.911  -1.419  2.437
H  -1.227  -0.883  0.747
H  -0.857  -2.584  1.081

What are the natural (NBO) partial charges on each atom? They are as follows, in elementary charge units:
1. O -0.7895
2. C 0.7595
3. O -0.8076
4. C -0.7307
5. H 0.1961
6. H 0.1960
7. H 0.1899
8. C -0.0698
9. O -0.7679
10. C -0.6355
11. H 0.1707
12. H 0.2041
13. H 0.4577
14. H 0.1823
15. H 0.2574
16. H 0.1873

# 7
Entry from OMol25: the molecule C5H7NO (wB97M-V/def2-TZVPD).

The SMILES is C[C@H]1C=CNC1=O. As for the spin multiplicity: 1. The calculation puts the energy above the lowest of the compared OMol25 structures with the same formula, charge and spin at 2.1116 eV. The gap between HOMO and LUMO comes out at 10.26 eV. As for the molecular weight: 97.12 g/mol.

CARTESIAN COORDINATES (ANGSTROEM)
C  -1.716  0.094  0.274
C  -0.404  0.220  -0.503
C  0.695  1.086  0.056
C  1.809  0.365  0.146
N  1.573  -1.066  0.023
C  0.273  -1.150  -0.614
O  -0.209  -2.135  -1.106
H  -2.262  1.042  0.290
H  -1.541  -0.220  1.310
H  -2.338  -0.667  -0.207
H  -0.615  0.559  -1.523
H  0.601  2.122  0.346
H  2.804  0.607  0.496
H  1.310  -0.775  1.032

What are the natural (NBO) partial charges on each atom? They are as follows, in elementary charge units:
1. C -0.5942
2. C -0.3782
3. C -0.2503
4. C -0.0618
5. N -0.6589
6. C 0.6972
7. O -0.5187
8. H 0.2157
9. H 0.2056
10. H 0.2333
11. H 0.2466
12. H 0.2254
13. H 0.2245
14. H 0.4137